The following is a DFT calculation (ωB97M-V/def2-TZVPD) of C5H9N in the gas phase at a distorted geometry.

```
15
Properties=species:S:1:pos:R:3:forces:R:3
N 1.28873 0.46652 0.97504 -0.34 0.80 -1.46
C 0.76877 -2.24647 0.02859 -0.72 0.10 -0.03
C 0.20066 0.21495 0.05633 1.02 -1.52 0.48
C -1.87858 1.50906 -0.54843 1.11 -0.23 -0.43
C -0.08817 -1.04783 -0.28541 -0.27 0.27 -0.19
C -0.57016 1.39112 -0.29568 -0.97 1.05 0.58
H -2.24623 2.51097 -0.41838 -0.61 0.08 -0.69
H -0.09596 2.37287 -0.19811 0.32 -0.41 0.53
H -1.04614 -1.22067 -0.76053 0.16 -0.01 -0.37
H -2.46065 0.68942 -0.94703 -0.45 0.00 0.65
H 2.07340 -0.14552 0.79764 -0.02 -0.29 0.09
H 1.64892 -2.31055 -0.61066 0.30 0.26 0.16
H 1.03476 -2.24596 1.08935 0.22 -0.21 -0.13
H 0.21254 -3.15380 -0.21079 -0.03 -0.02 0.29
H 1.61194 1.39451 0.72110 0.28 0.12 0.53
```
Positions in Å, forces in eV/Å.

Calculated values
M	83.1	g mol⁻¹
energy relative to the best compared isomer or geometry (same formula, charge and spin)	1.512	eV
SMILES	C=C/C(N)=C/C
E_tot	-6819.483	eV
LUMO level	0.0400	Ha
Kohn-Sham gap	9.07	eV
net charge	0

Löwdin analysis output, partial charges in e:
1 N 0.082
2 C -0.109
3 C -0.366
4 C 0.020
5 C -0.125
6 C -0.149
7 H 0.049
8 H 0.098
9 H 0.094
10 H 0.058
11 H 0.068
12 H 0.072
13 H 0.074
14 H 0.065
15 H 0.067